No. 1
Here is a 2-piece molecular cluster, C5H14 overall at a distorted geometry from OMol25. Energies are from ωB97M-V/def2-TZVPD.

Structure (XYZ):
```
19
Properties=species:S:1:pos:R:3:forces:R:3:lowdin_spin:R:1
C -1.150457 -0.070956 -1.041943 0.8 -1.1 -0.5 0.06
C -0.884862 0.519556 -2.417498 4.0 0.2 0.9 0.12
C -2.352097 0.499898 -0.421348 1.3 0.3 2.9 0.10
H -1.187110 -1.164815 -1.094921 -0.5 0.0 -0.3 0.01
H -0.312636 0.007133 -0.348435 0.3 0.7 -0.3 0.02
H -0.596166 -0.313822 -3.057580 0.3 0.4 -0.5 0.01
H -3.134643 -0.175730 -0.364964 -1.8 -1.2 0.0 0.01
H -2.063888 0.793488 0.617772 -0.7 -0.1 -0.4 0.04
H -2.613565 1.373607 -0.904568 -0.9 1.8 -0.9 0.01
H -1.576173 1.125021 -2.913946 -1.8 0.5 -0.4 0.01
H 0.010852 1.273729 -2.300174 -1.2 -1.5 -0.5 0.04
C 1.677327 -1.182396 1.799744 -1.4 -0.4 -0.3 0.14
C 2.245665 0.227728 1.784218 0.7 0.2 -1.2 0.25
H 1.357340 -1.641033 0.806673 0.6 0.9 1.0 0.02
H 2.480616 -1.739386 2.193760 0.7 -1.5 0.4 0.02
H 0.793133 -1.335927 2.453002 0.5 0.3 -0.1 0.03
H 3.196857 0.378961 2.320982 -0.3 -0.6 0.1 0.04
H 1.615967 1.006733 2.157055 -0.7 0.4 0.0 0.05
H 2.493839 0.418211 0.732171 -0.1 0.6 0.2 0.04
```
Forces are in eV/Å.

Output
- E_LUMO (alpha / beta) (eV) = 4.15 / 4.21
- expectation value of S² = 0.7503
- energy above the lowest of the compared OMol25 structures with the same formula, charge and spin (kcal per mole) = 25.40
- multiplicity = 2
- HOMO energy (alpha / beta) (eV) = 1.490 / -7.329
- net charge = -1
- orbital gap (alpha / beta) (eV) = 2.664 / 11.536

=====

No. 2
Here is a 2-piece molecular cluster, C5H14 overall at a distorted geometry from OMol25. Energies are from ωB97M-V/def2-TZVPD.

Structure (XYZ):
```
19
Properties=species:S:1:pos:R:3:forces:R:3:lowdin_spin:R:1
C 1.038326 -2.022154 -0.144435 -0.7 -0.5 -1.4 0.07
C 1.710404 -0.887704 -0.950038 1.1 -0.7 2.1 0.09
C -0.225957 -1.758517 0.728899 1.6 -0.5 -0.8 0.21
H 1.782380 -2.600781 0.402567 0.1 0.2 0.1 0.01
H 0.671782 -2.695266 -0.935920 0.2 -0.3 0.3 0.01
H 2.539188 -1.309650 -1.527140 -0.6 -0.2 -0.9 0.01
H 0.981548 -0.285380 -1.463887 0.2 0.3 -0.3 0.01
H -0.229332 -2.573282 1.443726 -0.3 0.0 0.4 0.04
H -1.077326 -1.856852 0.059273 -0.3 0.6 0.3 0.04
H 2.352349 -0.342016 -0.243372 -0.7 0.8 0.0 0.03
H -0.128582 -0.801872 1.220937 -0.4 0.0 0.3 0.03
C -1.026633 1.539565 -0.283107 -0.3 -0.3 1.1 0.13
C -1.183344 2.768401 0.611539 -1.5 0.4 -1.1 0.17
H -0.577251 1.695360 -1.258817 0.3 0.0 0.1 0.02
H -0.598117 0.743116 0.321477 0.5 0.2 -0.6 0.01
H -2.029354 1.143411 -0.422763 -0.3 0.0 -0.4 0.04
H -0.282206 3.270593 0.943282 0.1 -0.2 0.2 0.02
H -1.870724 2.485409 1.406485 0.5 -0.1 0.7 0.03
H -1.847154 3.487625 0.091298 0.6 0.2 -0.1 0.02
```
Forces are in eV/Å.

Output
- E_LUMO (alpha / beta) (eV) = 4.17 / 4.32
- expectation value of S² = 0.7502
- energy above the lowest of the compared OMol25 structures with the same formula, charge and spin (kcal per mole) = 17.12
- multiplicity = 2
- HOMO energy (alpha / beta) (eV) = 1.552 / -7.350
- net charge = -1
- orbital gap (alpha / beta) (eV) = 2.619 / 11.667

=====

No. 3
Here is a 2-piece molecular cluster, C5H14 overall at a distorted geometry from OMol25. Energies are from ωB97M-V/def2-TZVPD.

Structure (XYZ):
```
19
Properties=species:S:1:pos:R:3:forces:R:3:lowdin_spin:R:1
C 0.809936 0.152960 1.980173 1.3 -1.7 1.4 0.07
C -0.513143 0.488997 2.628245 -0.9 0.9 -0.4 0.11
C 0.808570 -1.100436 1.130295 -0.5 -1.2 -2.9 0.14
H 1.485883 -0.194420 2.788298 0.1 0.8 -0.1 0.01
H 1.279330 0.997173 1.486047 -0.1 0.1 -0.1 0.03
H -1.034245 1.242552 2.019697 -0.1 -0.3 -0.1 0.03
H -1.175721 -0.371049 2.702237 0.1 -0.1 0.1 0.02
H -0.013239 -1.167392 0.403947 -0.5 0.3 0.6 0.02
H -0.472871 0.976835 3.610961 0.4 -0.3 0.0 0.01
H 0.843050 -2.104834 1.565818 -0.3 0.4 1.0 0.03
H 1.579286 -1.266205 0.347738 0.6 1.0 0.6 0.05
C -0.688925 -0.377331 -2.493316 0.8 -1.9 1.1 0.16
C -0.188105 1.044041 -2.674857 -1.8 0.4 -0.5 0.16
H -1.739499 -0.655178 -2.452516 -0.4 0.9 -0.6 0.03
H -0.211089 -1.065138 -3.203719 -0.2 0.4 -0.5 0.03
H -0.385394 -0.903837 -1.581654 0.4 0.7 0.3 0.01
H -0.521977 1.286999 -3.697391 1.1 0.2 -0.2 0.02
H -0.720143 1.843631 -2.144650 -0.1 -0.5 0.6 0.04
H 0.858294 1.172631 -2.415350 0.2 -0.1 -0.5 0.04
```
Forces are in eV/Å.

Output
- E_LUMO (alpha / beta) (eV) = 4.35 / 4.31
- expectation value of S² = 0.7504
- energy above the lowest of the compared OMol25 structures with the same formula, charge and spin (kcal per mole) = 22.43
- multiplicity = 2
- HOMO energy (alpha / beta) (eV) = 1.564 / -7.228
- net charge = -1
- orbital gap (alpha / beta) (eV) = 2.790 / 11.541

=====

No. 4
Here is a 2-piece molecular cluster, C5H14 overall at a distorted geometry from OMol25. Energies are from ωB97M-V/def2-TZVPD.

Structure (XYZ):
```
19
Properties=species:S:1:pos:R:3:forces:R:3:lowdin_spin:R:1
C -1.779469 -0.601513 1.572585 -3.2 1.7 1.7 0.20
C -1.458572 0.808366 2.062710 1.9 1.4 0.3 0.16
H -0.970560 -1.183462 1.171779 0.1 -0.2 0.0 0.02
H -2.390439 -0.977867 2.409084 1.0 -1.1 0.1 0.04
H -2.676513 -0.446378 0.942750 0.9 -0.4 -1.0 0.03
H -0.810938 0.926981 2.952314 0.2 -0.9 -0.3 0.03
H -2.228664 1.512397 2.415627 -0.7 -0.7 -0.8 0.02
H -0.883746 1.323715 1.281316 -0.2 0.2 0.0 0.02
C 1.109101 -0.550792 -0.912550 1.4 1.7 1.2 0.12
C 2.485044 -0.070592 -1.440626 -0.3 -0.3 -1.2 0.11
C -0.072009 0.155141 -1.542435 -0.3 -1.2 -1.1 0.08
H 1.041461 -1.635317 -0.967777 -0.3 0.0 -0.2 0.04
H 1.252316 -0.309823 0.158646 -0.9 -0.3 -0.2 0.03
H 2.948002 0.653183 -0.782000 0.4 -0.3 0.6 0.02
H 2.506286 0.522293 -2.374859 -0.5 -0.6 0.0 0.01
H -0.000103 -0.183835 -2.595939 -0.6 0.1 0.2 0.02
H -1.016520 -0.182850 -1.097075 0.1 0.1 -0.2 0.01
H 3.052241 -0.994798 -1.620005 0.6 0.6 0.2 0.02
H -0.106919 1.235152 -1.633547 0.5 0.2 0.6 0.02
```
Forces are in eV/Å.

Output
- E_LUMO (alpha / beta) (eV) = 4.12 / 4.23
- expectation value of S² = 0.7503
- energy above the lowest of the compared OMol25 structures with the same formula, charge and spin (kcal per mole) = 24.43
- multiplicity = 2
- HOMO energy (alpha / beta) (eV) = 1.528 / -7.396
- net charge = -1
- orbital gap (alpha / beta) (eV) = 2.589 / 11.625

=====

No. 5
Here is a 2-piece molecular cluster, C5H14 overall at a distorted geometry from OMol25. Energies are from ωB97M-V/def2-TZVPD.

Structure (XYZ):
```
19
Properties=species:S:1:pos:R:3:forces:R:3:lowdin_spin:R:1
C 0.612519 -0.782439 2.062800 -0.4 -1.1 0.9 0.15
C -0.106018 -2.120612 2.451979 1.0 1.2 -0.7 0.11
H 0.491756 -0.123095 2.926998 0.5 0.2 -0.2 0.03
H 1.657290 -1.018443 1.857136 0.1 0.5 -0.1 0.03
H 0.143257 -0.304740 1.219428 -0.1 0.0 -0.1 0.01
H 0.554386 -2.693263 3.107514 -0.2 -0.1 0.1 0.01
H -1.000149 -1.819907 2.974434 -0.6 -0.5 0.1 0.02
H -0.301050 -2.682459 1.536927 -0.3 -0.2 0.2 0.02
C 0.071279 0.573459 -1.294347 -0.6 -0.5 -2.4 0.11
C 0.789052 1.325431 -2.429798 0.5 0.2 0.7 0.13
C -1.333406 1.145147 -1.071444 0.0 0.3 1.0 0.17
H -0.114121 -0.397678 -1.773517 0.3 -0.3 0.6 0.04
H 0.735830 0.419411 -0.457920 -0.2 0.2 0.3 0.01
H 1.111290 2.307957 -2.077481 -0.1 0.2 -0.1 0.02
H -2.148718 0.481031 -1.382035 0.3 -0.1 -0.1 0.04
H -1.518602 1.352001 -0.010687 0.0 0.1 -0.1 0.04
H -1.464438 2.078748 -1.615322 0.0 0.1 0.0 0.01
H 1.698839 0.794722 -2.745499 -0.2 0.0 -0.1 0.03
H 0.120996 1.464732 -3.279170 0.1 -0.1 -0.1 0.02
```
Forces are in eV/Å.

Output
- E_LUMO (alpha / beta) (eV) = 4.19 / 4.39
- expectation value of S² = 0.7503
- energy above the lowest of the compared OMol25 structures with the same formula, charge and spin (kcal per mole) = 10.34
- multiplicity = 2
- HOMO energy (alpha / beta) (eV) = 1.572 / -7.392
- net charge = -1
- orbital gap (alpha / beta) (eV) = 2.615 / 11.778

=====

No. 6
Here is a 2-piece molecular cluster, C5H14 overall at a distorted geometry from OMol25. Energies are from ωB97M-V/def2-TZVPD.

Structure (XYZ):
```
19
Properties=species:S:1:pos:R:3:forces:R:3:lowdin_spin:R:1
C -1.882205 2.085956 0.627751 -0.7 -0.6 0.8 0.14
C -2.141102 1.029171 1.761588 -0.4 1.0 -1.3 0.16
H -1.330151 2.962542 0.966367 0.6 -0.3 -0.3 0.02
H -1.467417 1.480010 -0.175004 0.5 0.6 -0.2 0.02
H -2.814828 2.504154 0.246476 -0.2 -0.1 0.1 0.02
H -2.216837 1.482978 2.745138 0.0 -0.1 0.2 0.02
H -1.360636 0.277018 1.695157 0.1 -0.1 0.4 0.03
H -3.092669 0.578131 1.469113 0.0 -0.4 0.4 0.03
C 1.302652 -1.500979 -0.456035 -0.2 -0.5 0.2 0.10
C 2.589753 -0.700293 -0.436716 -0.4 0.9 -0.5 0.12
C 0.304680 -1.060681 -1.521618 -0.2 -0.8 -0.5 0.15
H 1.512822 -2.567263 -0.615908 0.1 0.1 -0.2 0.02
H 0.845648 -1.522449 0.538858 -0.1 0.4 0.0 0.03
H 3.180784 -0.837131 -1.347248 0.2 -0.5 0.2 0.01
H 3.155239 -0.848514 0.481844 0.3 -0.1 -0.1 0.02
H 0.092198 -0.000905 -1.616610 0.1 0.2 0.4 0.02
H 0.654083 -1.395790 -2.503529 0.2 0.1 -0.1 0.02
H 2.331257 0.364331 -0.525754 0.0 0.0 0.5 0.03
H -0.649788 -1.587964 -1.392548 0.0 0.2 0.2 0.05
```
Forces are in eV/Å.

Output
- E_LUMO (alpha / beta) (eV) = 4.36 / 4.39
- expectation value of S² = 0.7504
- energy above the lowest of the compared OMol25 structures with the same formula, charge and spin (kcal per mole) = 7.80
- multiplicity = 2
- HOMO energy (alpha / beta) (eV) = 1.557 / -7.558
- net charge = -1
- orbital gap (alpha / beta) (eV) = 2.802 / 11.947

=====

| no. | DFT total energy (eV) |
| --- | --- |
| 1 | -5409.40751 |
| 2 | -5409.76653 |
| 3 | -5409.53626 |
| 4 | -5409.44969 |
| 5 | -5410.06074 |
| 6 | -5410.17081 |